*a*
Formula: C9H15N3O4
Source: the OMol25 dataset
Level of theory: ωB97M-V/def2-TZVPD

Structure (XYZ):
```
31
Properties=species:S:1:pos:R:3:nbo_charge:R:1
N -4.214 0.258 -0.761 -0.81
C -3.563 -0.918 -0.571 0.69
O -3.381 -1.787 -1.355 -0.58
C -2.726 -0.822 0.756 -0.50
C -1.396 -0.036 0.411 -0.16
N -0.395 -0.589 1.270 -0.70
C 0.895 -1.047 0.925 0.71
O 1.507 -1.781 1.635 -0.57
C 1.439 -0.582 -0.469 -0.17
C 2.984 -1.019 -0.466 -0.41
C 3.683 0.412 -0.388 -0.42
C 2.662 1.216 -1.165 -0.22
N 1.330 0.844 -0.729 -0.63
C -1.492 1.526 0.617 0.78
O -2.092 2.287 -0.088 -0.56
O -0.894 1.873 1.789 -0.69
H -4.271 0.975 -0.065 0.40
H -4.880 0.395 -1.470 0.40
H -2.283 -1.786 0.956 0.23
H -3.128 -0.382 1.662 0.22
H -1.187 -0.280 -0.615 0.25
H -0.711 -1.211 2.087 0.42
H 1.020 -1.185 -1.291 0.21
H 3.173 -1.496 -1.401 0.20
H 3.207 -1.668 0.407 0.26
H 4.647 0.345 -0.984 0.21
H 3.886 0.787 0.609 0.21
H 2.855 0.835 -2.165 0.18
H 2.636 2.319 -1.160 0.21
H 0.962 1.397 0.018 0.36
H -0.272 1.121 2.005 0.50
```

Its structure (SMILES) is NC(=O)C[C@H](NC(=O)[C@@H]1CCCN1)C(=O)O. For the LUMO energy, the calculation gives 0.5 eV. For the HOMO energy, the calculation gives -9.251 eV. Its gap between HOMO and LUMO is 9.7729 eV. Its charge is 0.

***

*b*
Formula: C9H15N3O4
Source: the OMol25 dataset
Level of theory: ωB97M-V/def2-TZVPD

Structure (XYZ):
```
31
Properties=species:S:1:pos:R:3:nbo_charge:R:1
C 0.953 0.432 -0.943 0.38
C -2.150 0.338 0.679 0.71
C 4.382 0.343 -0.070 1.05
C 0.395 -0.785 -1.710 -0.45
C -1.557 -0.386 1.822 -0.52
C 0.208 -2.096 -0.886 -0.37
C -0.657 -1.601 1.467 -0.36
C -0.930 -2.289 0.137 -0.42
C -0.061 0.781 -0.138 0.21
N -1.267 1.079 -0.132 -0.28
N 0.785 3.111 0.765 -1.06
N -1.813 1.897 -1.089 -0.65
O 3.777 -0.151 0.753 -0.52
O 2.148 0.728 -1.028 -0.67
O -3.294 0.277 0.325 -0.56
O 4.997 0.885 -0.892 -0.53
H -0.513 -0.631 -2.132 0.19
H 1.082 -0.998 -2.500 0.23
H -0.936 0.219 2.458 0.26
H -2.420 -0.908 2.305 0.24
H 0.187 -2.804 -1.772 0.21
H 1.083 -2.304 -0.401 0.20
H 0.286 -1.241 1.483 0.22
H -0.864 -2.345 2.191 0.20
H -1.918 -2.071 -0.183 0.20
H -0.977 -3.302 0.366 0.21
H 1.811 3.117 0.804 0.37
H 0.766 3.716 1.598 0.36
H 0.547 3.712 -0.102 0.37
H -1.298 1.773 -2.026 0.37
H -2.753 1.505 -1.150 0.39
```

For the LUMO energy, the calculation gives 0.3 eV. For the HOMO energy, the calculation gives -8.417 eV. Its gap between HOMO and LUMO is 8.7026 eV. Its charge is 0.

***

In terms of stability, *a* leads; the second structure lies 3.612 eV higher.

***

*a*
Formula: C4H11N2
Source: the OMol25 dataset
Level of theory: ωB97M-V/def2-TZVPD

Structure (XYZ):
```
17
Properties=species:S:1:pos:R:3:nbo_charge:R:1
C -1.269 1.627 1.532 -0.31
C 0.062 1.441 1.578 -0.49
C 1.340 0.018 -1.650 -0.47
C -0.812 -1.049 -0.883 0.30
N -1.058 -2.224 -0.270 -0.70
N 0.542 -0.552 -0.591 -0.66
H -2.137 1.233 2.052 0.23
H -1.527 2.529 0.904 0.21
H 0.408 0.656 2.240 0.20
H 2.443 0.250 -1.518 0.27
H 1.279 -0.513 -2.600 0.26
H 0.870 0.958 -2.006 0.25
H 0.752 2.008 1.053 0.22
H -0.308 -2.538 0.313 0.37
H -1.898 -2.641 -0.262 0.43
H 1.146 -1.281 -0.043 0.40
H 0.167 0.079 0.150 0.49
```

For the LUMO energy, the calculation gives -3.9 eV. For the HOMO energy, the calculation gives -14.224 eV. Its gap between HOMO and LUMO is 10.3226 eV. Its charge is +1.

***

*b*
Formula: C4H11N2
Source: the OMol25 dataset
Level of theory: ωB97M-V/def2-TZVPD

Structure (XYZ):
```
17
Properties=species:S:1:pos:R:3:nbo_charge:R:1
C 1.743 0.860 0.396 -0.41
N 0.677 0.612 -0.677 -0.53
C -0.563 -0.136 -0.293 0.24
C -0.550 -1.701 -0.121 -0.64
C -1.628 0.822 0.632 -0.19
N -1.719 0.492 -0.814 -0.63
H 2.680 0.514 -0.118 0.23
H 1.877 1.842 0.820 0.25
H 1.470 0.108 1.095 0.23
H 1.139 0.063 -1.392 0.43
H 0.538 1.602 -1.125 0.47
H -0.557 -2.213 0.811 0.26
H 0.380 -2.029 -0.717 0.22
H -1.388 -2.088 -0.640 0.24
H -2.268 0.418 1.355 0.23
H -1.155 1.778 0.827 0.20
H -2.351 -0.229 -1.282 0.41
```

Its structure (SMILES) is C[NH2+][C@@]1(C)CN1. For the LUMO energy, the calculation gives -3.3 eV. For the HOMO energy, the calculation gives -13.709 eV. Its gap between HOMO and LUMO is 10.3855 eV. Its charge is +1.

***

In terms of stability, *b* leads; the second structure lies 1.361 eV higher.

***

*a*
Formula: C4H11N2
Source: the OMol25 dataset
Level of theory: ωB97M-V/def2-TZVPD

Structure (XYZ):
```
17
Properties=species:S:1:pos:R:3:nbo_charge:R:1
C 1.375 -2.007 0.020 -0.22
C 0.922 -0.874 -0.582 -0.30
C -2.769 0.100 -0.057 -0.83
C 0.893 0.494 -0.017 0.54
N 1.323 1.564 -0.679 -0.72
N 0.659 0.673 1.263 -0.70
H 1.414 -2.971 -0.467 0.25
H 1.603 -2.009 1.031 0.19
H 0.761 -0.804 -1.694 0.25
H -2.525 -0.865 -0.094 0.21
H -3.605 0.260 -0.715 0.24
H -2.804 0.513 0.910 0.22
H 1.605 2.390 -0.219 0.42
H 1.625 1.603 -1.666 0.44
H -1.974 0.535 -0.653 0.18
H 0.795 1.548 1.730 0.42
H 0.701 -0.151 1.889 0.43
```

For the LUMO energy, the calculation gives -4.6 eV. For the HOMO energy, the calculation gives -15.252 eV. Its gap between HOMO and LUMO is 10.6778 eV. Its charge is +1.

***

*b*
Formula: C4H11N2
Source: the OMol25 dataset
Level of theory: ωB97M-V/def2-TZVPD

Structure (XYZ):
```
17
Properties=species:S:1:pos:R:3:nbo_charge:R:1
N 1.767 -1.060 0.214 -0.86
C 0.799 -0.279 -0.374 -0.04
C 0.783 1.394 -0.206 -0.40
C -0.710 1.418 0.226 -0.43
C -0.581 -0.154 0.331 -0.06
N -1.589 -1.178 -0.190 -0.67
H 2.486 -1.527 -0.373 0.42
H 2.024 -0.721 1.150 0.39
H 0.545 -0.446 -1.484 0.20
H 1.055 1.995 -0.966 0.22
H 1.499 1.604 0.582 0.21
H -0.842 1.963 1.167 0.25
H -1.377 1.837 -0.512 0.23
H -0.561 -0.501 1.296 0.21
H -1.011 -1.888 -0.584 0.44
H -2.159 -0.818 -0.890 0.43
H -2.126 -1.640 0.613 0.45
```

Its structure (SMILES) is N[C@@H]1CC[C@H]1[NH3+]. For the LUMO energy, the calculation gives -3.5 eV. For the HOMO energy, the calculation gives -12.985 eV. Its gap between HOMO and LUMO is 9.4578 eV. Its charge is +1.

***

*c*
Formula: C4H11N2
Source: the OMol25 dataset
Level of theory: ωB97M-V/def2-TZVPD

Structure (XYZ):
```
17
Properties=species:S:1:pos:R:3:nbo_charge:R:1
C 1.825 0.412 0.512 0.13
C -0.565 -0.699 0.916 -0.21
C 2.972 0.342 -0.397 -0.68
C -2.529 0.365 -0.352 -0.48
N 0.631 -0.178 0.263 -0.42
N -1.697 -0.805 0.029 -0.51
H 1.936 0.848 1.471 0.21
H -0.716 -0.293 1.899 0.21
H 3.869 0.035 0.122 0.27
H 3.256 1.271 -0.922 0.26
H 2.636 -0.183 -1.276 0.22
H -2.533 0.915 -1.310 0.26
H -3.518 0.034 -0.348 0.23
H -2.361 1.285 0.306 0.25
H 0.568 -0.567 -0.757 0.39
H -1.455 -1.357 -0.749 0.43
H -2.320 -1.424 0.594 0.46
```

For the LUMO energy (alpha / beta), the calculation gives -3.4 / -3.4 eV. For the HOMO energy (alpha / beta), the calculation gives -11.612 / -11.611 eV. Its gap between HOMO and LUMO (alpha / beta) is 8.1628 / 8.1612 eV. Its charge is +1.

***

In terms of stability, *a* leads; the second structure lies 0.893 eV higher.

***

*a*
Formula: C4H11N2
Source: the OMol25 dataset
Level of theory: ωB97M-V/def2-TZVPD

Structure (XYZ):
```
17
Properties=species:S:1:pos:R:3:nbo_charge:R:1
C -0.842 0.853 -0.094 -0.21
C -0.239 -0.477 0.113 0.51
C 0.727 -1.430 -0.326 -0.72
C -1.952 -0.440 2.056 -0.44
N -1.141 -0.149 0.938 -0.21
N 2.028 1.191 -1.736 -1.11
H -0.294 1.736 0.207 0.22
H -1.572 1.000 -0.880 0.22
H 0.801 -2.303 0.320 0.26
H 1.685 -0.907 -0.426 0.31
H 0.483 -1.735 -1.348 0.30
H -2.645 -1.254 1.822 0.25
H -1.329 -0.745 2.901 0.25
H -2.524 0.446 2.327 0.25
H 2.026 0.898 -2.707 0.37
H 2.997 1.139 -1.430 0.37
H 1.791 2.178 -1.737 0.37
```

For the LUMO energy, the calculation gives -4.0 eV. For the HOMO energy, the calculation gives -14.011 eV. Its gap between HOMO and LUMO is 10.0535 eV. Its charge is +1.

***

*b*
Formula: C4H11N2
Source: the OMol25 dataset
Level of theory: ωB97M-V/def2-TZVPD

Structure (XYZ):
```
17
Properties=species:S:1:pos:R:3:nbo_charge:R:1
C 0.607 -0.074 0.426 -0.12
C 0.254 0.851 -0.667 0.00
C 0.254 0.260 1.906 -0.65
C 0.258 -1.974 -1.187 -0.44
N -0.318 -0.895 -0.358 -0.33
N -1.004 1.588 -0.410 -0.68
H 1.617 -0.392 0.245 0.22
H 0.865 1.144 -1.619 0.28
H 0.647 -0.423 2.654 0.27
H -0.876 0.122 2.043 0.22
H 0.636 1.288 2.093 0.23
H -0.021 -1.768 -2.256 0.22
H 1.292 -1.963 -1.132 0.19
H -0.139 -2.973 -0.824 0.25
H -1.651 1.691 -1.238 0.46
H -0.977 2.454 0.066 0.44
H -1.443 1.064 0.258 0.45
```

For the LUMO energy, the calculation gives -3.6 eV. For the HOMO energy, the calculation gives -13.995 eV. Its gap between HOMO and LUMO is 10.4100 eV. Its charge is +1.

***

*c*
Formula: C4H11N2
Source: the OMol25 dataset
Level of theory: ωB97M-V/def2-TZVPD

Structure (XYZ):
```
17
Properties=species:S:1:pos:R:3:nbo_charge:R:1
C 0.318 -0.553 -0.007 0.60
C -0.147 -1.974 0.094 -0.70
C -2.159 0.556 -0.261 -0.45
C 2.019 1.251 -0.091 -0.42
N -0.897 1.044 0.183 -0.52
N 1.505 -0.112 -0.093 -0.48
H -0.620 -2.261 -0.927 0.29
H 0.692 -2.565 0.218 0.25
H -0.775 -1.981 0.877 0.26
H -2.899 1.121 0.141 0.23
H -2.344 0.692 -1.237 0.21
H -2.413 -0.442 0.162 0.19
H 2.760 1.256 -0.779 0.22
H 2.345 1.343 0.954 0.23
H 1.189 2.048 -0.179 0.28
H -0.928 1.223 1.198 0.37
H 2.355 -0.646 -0.254 0.43
```

For the LUMO energy, the calculation gives -4.1 eV. For the HOMO energy, the calculation gives -14.258 eV. Its gap between HOMO and LUMO is 10.1441 eV. Its charge is +1.

***

*d*
Formula: C4H11N2
Source: the OMol25 dataset
Level of theory: ωB97M-V/def2-TZVPD

Structure (XYZ):
```
17
Properties=species:S:1:pos:R:3:nbo_charge:R:1
C -1.350 0.633 -0.566 -0.21
C -0.418 1.406 0.395 -0.46
C 0.964 0.738 0.203 -0.27
C 1.914 -1.295 -0.184 0.10
N 0.802 -0.657 0.101 -0.45
N -1.670 -0.766 0.055 -0.85
H -0.775 0.292 -1.462 0.20
H -2.141 1.248 -0.904 0.24
H -0.496 2.552 0.294 0.27
H -0.546 1.469 1.490 0.24
H 1.285 1.160 -0.729 0.22
H 1.803 1.081 0.802 0.23
H 2.769 -0.894 0.348 0.19
H 1.972 -2.282 -0.510 0.21
H -2.175 -1.513 -0.522 0.43
H -0.391 -1.203 -0.088 0.47
H -1.884 -0.853 1.102 0.43
```

For the LUMO energy, the calculation gives -4.5 eV. For the HOMO energy, the calculation gives -14.685 eV. Its gap between HOMO and LUMO is 10.2081 eV. Its charge is +1.

***

In terms of stability, *a* leads; the second structure lies 0.709 eV higher.